A structure of composition C45H36BrFeN3O4STe2, computed with the ωB97M-V functional and the def2-TZVPD basis.

Calculated values
- charge = -2
- DFT total energy (eV) = -189759.0327
- relative energy (zero: lowest compared OMol25 entry of this formula, charge and spin) (eV) = 0.841

Each line ends with the Löwdin charge.
CARTESIAN COORDINATES (ANGSTROEM)
Te1 0.16209 1.56526 -1.81500  1.4202
Te2 1.74844 0.73438 -5.11241  0.3946
Br1 4.15074 -4.37442 -4.33571  0.5943
Fe1 1.33278 -0.08039 0.02611  0.2360
S1 -0.72894 2.84081 -5.86458  0.8321
O1 -0.51809 -4.23237 0.08440  0.1198
O2 2.36925 -0.79193 1.54788  -0.1190
O3 2.89117 1.15975 -0.00283  -0.2229
O4 -0.20314 -1.30560 0.29396  -0.0769
N1 0.37680 1.15815 1.37914  0.0244
N2 3.42950 -0.16439 1.80259  0.0191
N3 3.67036 0.82366 1.01110  -0.2018
C1 6.37329 3.23263 0.37999  -0.0908
C2 0.95153 2.47277 -6.00072  -1.1237
C3 -4.05690 -3.49609 -0.00944  -0.0366
C4 -0.32064 0.76634 2.38223  -0.1859
C5 0.68973 4.51531 -7.13341  -0.2555
C6 1.56560 3.47492 -6.71258  -0.3006
C7 0.17424 3.16403 5.25854  -0.0836
C8 -1.57925 -0.95170 3.64442  -0.0100
C9 -5.15126 -4.93915 -1.58948  -0.1035
C10 -2.36205 -2.94966 2.64928  -0.0170
C11 -0.82878 -1.50174 1.37082  -0.2772
C12 -2.59326 0.52249 -0.86438  -0.1338
C13 -2.12792 0.16658 -3.20002  -0.1385
C14 -1.55877 -3.73075 0.43758  -0.2920
C15 -2.79004 -5.15405 -1.19721  -0.0153
C16 4.86917 1.55642 1.19485  -0.1676
C17 5.68150 1.35659 2.30967  -0.0294
C18 0.52540 2.58077 1.07841  -0.2856
C19 2.18431 -1.32008 -1.27128  -0.1931
C20 -2.33995 -2.09910 3.75713  -0.2849
C21 -1.74057 0.66016 -1.95581  -0.4785
C22 -1.93673 2.14746 3.77796  -0.0384
C23 0.41152 2.26017 4.23516  -0.0277
C24 -0.86308 -0.59145 2.49632  -0.0568
C25 5.20981 2.49305 0.22680  -0.0034
C26 -1.12431 3.56851 5.53897  -0.1044
C27 -2.84342 -4.12575 -0.25844  -0.1224
C28 -1.62044 -2.69854 1.51672  -0.0774
C29 -4.22650 -0.55484 -2.26389  -0.1151
C30 7.18980 3.04729 1.48505  -0.1204
C31 -3.93533 -5.55974 -1.85960  -0.0865
C32 -3.11043 -2.40293 5.01757  -0.0748
C33 -3.36419 -0.44842 -3.34608  -0.0893
C34 -0.64157 1.73577 3.48862  -0.1904
C35 1.99852 -3.21539 -2.83564  -0.1529
C36 -0.60076 4.31484 -6.74376  -0.4858
C37 -0.32246 2.88067 -0.15592  -0.4245
C38 3.54916 -1.29336 -1.60372  -0.1164
C39 -2.17801 3.06071 4.79099  -0.0880
C40 4.14457 -2.17913 -2.49702  -0.1649
C41 -5.20848 -3.90639 -0.66705  -0.0947
C42 6.83675 2.10543 2.44472  -0.1077
C43 -3.83819 -0.06597 -1.02423  -0.1071
C44 3.35225 -3.13452 -3.10133  -0.7062
C45 1.44369 -2.31876 -1.92984  -0.1106
H1 8.09701 3.62708 1.59883  0.0882
H2 -0.15371 3.89928 -0.50017  0.0368
H3 4.55988 2.60588 -0.62808  0.1173
H4 -4.09211 -2.67091 0.68618  0.1028
H5 2.62642 3.45648 -6.92015  0.0756
H6 1.42042 1.94641 4.00209  0.1251
H7 -3.88277 -6.35300 -2.59453  0.0953
H8 -2.27790 0.85716 0.11648  0.0813
H9 -5.18670 -1.04316 -2.37817  0.0879
H10 -1.45197 0.25105 -4.04345  0.0479
H11 0.22127 3.22837 1.89930  0.1013
H12 4.19257 -0.53519 -1.16615  0.0768
H13 -6.14757 -3.40352 -0.47288  0.0963
H14 -4.49512 -0.17091 -0.16971  0.0938
H15 -2.45334 -2.51092 5.88214  0.0681
H16 6.64203 3.95635 -0.37860  0.0983
H17 -3.82760 -1.61527 5.25501  0.0660
H18 -1.38111 2.77193 0.06504  0.0363
H19 -2.94856 -3.86417 2.69018  0.1203
H20 1.00105 3.55713 5.83111  0.0960
H21 -6.04854 -5.25363 -2.10820  0.0917
H22 -1.45584 4.94823 -6.91999  0.0351
H23 5.20057 -2.11829 -2.72896  0.0830
H24 7.46986 1.95038 3.30942  0.0924
H25 -3.66863 -3.33286 4.91426  0.0629
H26 -1.82792 -5.60786 -1.39574  0.1170
H27 1.00924 5.38055 -7.70156  0.0780
H28 5.39911 0.61951 3.04501  0.0991
H29 1.38931 -3.96608 -3.32314  0.0870
H30 -3.65257 -0.84327 -4.31231  0.0981
H31 0.38665 -2.41583 -1.71279  0.0768
H32 -1.31442 4.27625 6.33152  0.0898
H33 -3.18907 3.37789 4.99815  0.0945
H34 -1.54568 -0.29119 4.50103  0.1134
H35 1.57418 2.76117 0.85560  0.0963
H36 -2.75698 1.74660 3.19767  0.1220

---

A structure of composition C45H37Cl3F10KN9O4PS, computed with the ωB97M-V functional and the def2-TZVPD basis.

Calculated values
- charge = -1
- DFT total energy (eV) = -170054.7115

Each line ends with the Löwdin charge.
CARTESIAN COORDINATES (ANGSTROEM)
K1 -0.50697 -0.24185 0.33697  0.6446
Cl1 -3.73769 -5.52349 3.93443  0.6367
Cl2 -1.35108 -4.59738 5.30106  0.6049
Cl3 -3.50546 -2.73896 4.70854  0.7430
S1 0.83570 -2.84006 -1.56879  0.5360
P1 2.81805 -0.21361 -1.87013  1.1477
F1 -4.66816 1.95328 3.01687  0.0487
F2 -5.03460 -3.31192 1.67249  0.0694
F3 1.96247 3.68173 5.55994  0.0915
F4 1.33530 3.83822 3.01114  0.0572
F5 2.59915 1.31021 6.77163  0.0655
F6 -6.63796 -2.27547 3.65131  0.0563
F7 2.07314 -0.88115 2.63251  0.0346
F8 2.59434 -0.96867 5.23846  0.0768
F9 -3.32781 -1.77241 0.32503  0.0264
F10 -6.38588 0.39112 4.24757  0.0901
O1 1.79581 -3.44783 1.88410  0.1985
O2 -0.06019 -1.72797 -1.72515  -0.3832
O3 0.29703 -4.16844 -1.58516  -0.2891
O4 1.64343 -2.60232 -0.26258  -0.3268
N1 -3.13002 0.20162 -3.10121  0.0851
N2 1.42750 1.37632 1.31692  -0.0576
N3 -0.85760 2.40688 -0.52755  -0.2578
N4 -1.47818 -3.63333 1.85951  0.2470
N5 -0.48739 -0.70872 5.31154  0.0665
N6 1.32834 -3.79482 0.94138  0.1777
N7 -3.02699 0.85471 0.77829  -0.0181
N8 -1.12600 -0.66796 3.19705  0.0618
N9 -3.83731 -0.38588 -2.12296  0.0461
C1 2.63460 1.48612 -4.05310  -0.1133
C2 3.71729 -1.64900 -4.16273  -0.0935
C3 3.77381 -2.73521 -5.01975  -0.0692
C4 5.44624 -1.22634 -1.27923  -0.0875
C5 -3.61111 1.36295 -5.20150  -0.0525
C6 -2.24800 2.83116 -0.40118  -0.2078
C7 2.06029 -2.76084 -2.85961  -0.2558
C8 -5.64731 -0.13826 3.25422  -0.1748
C9 4.13208 3.29383 -4.57460  -0.0978
C10 -2.95956 2.30168 0.83483  -0.2474
C11 2.97577 -3.84749 -4.79188  -0.0716
C12 -4.96065 -1.99866 1.97420  -0.2303
C13 4.28286 -0.60021 -0.83347  -0.3646
C14 4.57494 1.86430 -2.68970  -0.0799
C15 -5.33857 0.32802 -3.52149  -0.0091
C16 -4.03296 0.63488 -3.96638  -0.3746
C17 2.32016 0.22613 4.66516  -0.1913
C18 1.71970 2.61978 3.47304  -0.1319
C19 -4.75770 0.66952 2.57320  -0.1492
C20 -2.63225 -4.15708 4.13777  -1.5730
C21 -1.98970 -3.86356 2.85852  -0.3849
C22 5.22275 -0.46662 1.38424  -0.0668
C23 -1.17831 0.46552 5.14294  -0.0799
C24 1.42824 2.57191 0.49363  -0.2437
C25 4.92091 2.94761 -3.48896  -0.0865
C26 -5.16621 -0.32292 -2.31960  -0.3041
C27 -4.06937 -1.19745 1.31163  -0.1864
C28 6.48708 -1.47140 -0.39722  -0.0935
C29 -0.46368 2.37113 -1.92568  -0.0947
C30 -6.15830 -0.85868 -1.34383  -0.0135
C31 2.98638 2.55882 -4.85440  -0.0853
C32 -3.90354 0.20748 1.52282  -0.2644
C33 1.70535 1.47933 2.60774  -0.2314
C34 6.37620 -1.09208 0.93609  -0.0929
C35 -0.47413 -1.33999 4.11616  -0.2817
C36 0.05422 3.21351 0.27773  -0.1936
C37 2.11718 -3.85996 -3.70891  -0.0548
C38 -5.78089 -1.48334 2.96481  -0.2378
C39 2.30966 1.36389 5.44985  -0.1838
C40 2.03834 0.28700 3.32496  -0.1790
C41 2.86485 -1.63630 -3.05468  -0.3139
C42 -1.56905 0.46769 3.83761  -0.1255
C43 4.17581 -0.22222 0.50299  -0.0847
C44 2.00495 2.55785 4.82130  -0.1697
C45 3.43537 1.11634 -2.96958  -0.3881
H1 5.80886 3.52208 -3.25667  0.0995
H2 -5.96991 -1.91043 -1.12123  0.0830
H3 3.01212 -4.69983 -5.45753  0.1040
H4 -1.17704 1.76409 -2.48471  0.0636
H5 5.19551 1.59875 -1.84281  0.1011
H6 1.82654 2.29832 -0.49168  0.0720
H7 7.18996 -1.29073 1.62283  0.0970
H8 0.19128 4.20354 -0.20283  0.1207
H9 2.35596 2.83128 -5.69157  0.1012
H10 -2.43759 2.67183 1.73177  0.0955
H11 -1.31565 1.17709 5.93696  0.1135
H12 -2.32435 3.93427 -0.41265  0.1199
H13 -4.15759 1.00937 -6.07693  0.0668
H14 2.10210 3.34896 0.87062  0.1091
H15 -3.37367 -0.71543 -1.28813  0.1143
H16 5.53780 -1.53407 -2.31365  0.0944
H17 -2.78645 2.45620 -1.27440  0.1053
H18 -3.79265 2.43583 -5.10735  0.0696
H19 -2.14685 1.21174 3.31872  0.0850
H20 -3.95188 2.77093 0.84807  0.1132
H21 7.38677 -1.96319 -0.74693  0.0963
H22 0.04877 -2.27169 3.97535  0.0979
H23 -2.54537 1.20987 -5.36585  0.0675
H24 1.47290 -4.70515 -3.51446  0.1089
H25 5.12579 -0.17459 2.42290  0.1047
H26 1.72803 0.92768 -4.26192  0.1135
H27 -0.42949 3.38098 -2.37705  0.0916
H28 -7.16358 -0.76622 -1.75097  0.0760
H29 4.40054 4.13884 -5.19574  0.0965
H30 0.52278 1.92072 -2.04664  0.0471
H31 -6.27396 0.55208 -4.00806  0.0968
H32 -0.40756 3.39340 1.24944  0.1071
H33 3.25675 0.25438 0.83972  0.0672
H34 0.04141 -0.98557 6.11966  0.1491
H35 4.44721 -2.71122 -5.86755  0.1043
H36 -6.11462 -0.30763 -0.40198  0.0769
H37 4.34239 -0.78714 -4.35786  0.1061

---

no.,frontier orbital gap (eV),LUMO (eV)
1,4.643,3.7
2,4.448,0.5